{"formula": "C57H133N17O19Pt", "method": "ωB97M-V with the def2-TZVPD basis set", "species": ["Pt", "C", "C", "C", "O", "H", "H", "H", "H", "H", "H", "H", "C", "C", "C", "O", "H", "H", "H", "H", "H", "H", "H", "C", "O", "N", "C", "C", "H", "H", "H", "H", "H", "H", "H", "C", "O", "N", "C", "C", "H", "H", "H", "H", "H", "H", "H", "C", "O", "N", "C", "C", "H", "H", "H", "H", "H", "H", "H", "C", "O", "N", "C", "C", "H", "H", "H", "H", "H", "H", "H", "C", "O", "N", "C", "C", "H", "H", "H", "H", "H", "H", "H", "C", "O", "N", "C", "C", "H", "H", "H", "H", "H", "H", "H", "C", "O", "N", "C", "C", "H", "H", "H", "H", "H", "H", "H", "C", "O", "N", "C", "C", "H", "H", "H", "H", "H", "H", "H", "C", "O", "N", "C", "C", "H", "H", "H", "H", "H", "H", "H", "C", "O", "N", "C", "C", "H", "H", "H", "H", "H", "H", "H", "C", "O", "N", "C", "C", "H", "H", "H", "H", "H", "H", "H", "C", "O", "N", "C", "C", "H", "H", "H", "H", "H", "H", "H", "C", "O", "N", "C", "C", "H", "H", "H", "H", "H", "H", "H", "C", "O", "N", "C", "C", "H", "H", "H", "H", "H", "H", "H", "C", "O", "N", "C", "C", "H", "H", "H", "H", "H", "H", "H", "C", "O", "N", "C", "C", "H", "H", "H", "H", "H", "H", "H", "C", "O", "N", "C", "C", "H", "H", "H", "H", "H", "H", "H"], "positions_angstrom": [[0.57, -4.09, 0.96], [1.64, 0.02, 0.33], [0.36, -0.51, 0.88], [-0.87, 0.26, 0.32], [0.24, -1.91, 0.52], [2.44, -0.71, 0.49], [1.91, 1.03, 0.65], [1.74, -0.08, -0.75], [0.29, -0.22, 1.92], [-0.74, 1.24, 0.77], [-1.77, -0.10, 0.81], [-0.80, 0.40, -0.76], [-2.11, -6.19, -2.31], [-1.69, -6.27, -0.87], [-1.21, -7.73, -0.56], [-0.78, -5.24, -0.48], [-2.20, -5.20, -2.74], [-3.12, -6.57, -2.44], [-1.41, -6.72, -2.96], [-2.65, -6.20, -0.36], [-1.83, -8.49, -1.03], [-1.34, -7.84, 0.52], [-0.21, -7.94, -0.92], [1.08, 2.29, -6.99], [1.22, 2.78, -8.13], [-0.04, 2.40, -6.25], [-0.12, 1.66, -5.05], [-1.09, 3.33, -6.75], [1.75, 1.61, -6.45], [0.39, 2.07, -4.19], [0.25, 0.64, -5.19], [-1.15, 1.64, -4.69], [-0.98, 3.72, -7.76], [-2.05, 2.83, -6.58], [-1.19, 4.24, -6.17], [2.30, -3.91, 3.82], [1.85, -3.60, 2.74], [2.82, -3.02, 4.72], [2.71, -1.53, 4.53], [3.46, -3.60, 5.91], [2.37, -4.94, 4.20], [1.96, -1.34, 3.76], [3.61, -1.02, 4.18], [2.51, -1.00, 5.46], [4.46, -3.21, 6.12], [2.88, -3.29, 6.78], [3.57, -4.68, 5.88], [1.61, -7.35, 1.42], [1.32, -6.10, 1.34], [1.21, -8.21, 2.41], [1.50, -9.57, 2.42], [0.57, -7.68, 3.62], [2.25, -7.88, 0.71], [0.63, -10.21, 2.59], [2.39, -9.72, 3.04], [1.76, -9.93, 1.42], [1.30, -7.99, 4.36], [0.44, -6.60, 3.72], [-0.38, -8.13, 3.89], [5.37, 2.32, -4.21], [6.13, 1.45, -3.86], [4.01, 2.26, -4.00], [3.23, 3.42, -4.51], [3.38, 1.20, -3.20], [5.64, 3.23, -4.77], [3.43, 3.72, -5.54], [3.20, 4.27, -3.82], [2.20, 3.09, -4.64], [2.80, 0.55, -3.85], [4.09, 0.68, -2.56], [2.70, 1.59, -2.44], [-4.75, -3.79, -0.56], [-5.49, -4.57, -1.09], [-5.20, -2.71, 0.08], [-4.24, -1.73, 0.70], [-6.65, -2.45, 0.25], [-3.65, -3.86, -0.58], [-3.19, -1.84, 0.95], [-4.67, -1.44, 1.66], [-4.16, -0.80, 0.14], [-6.84, -1.37, 0.29], [-7.25, -2.71, -0.62], [-7.12, -3.08, 1.00], [0.12, -1.62, -3.23], [0.96, -1.33, -4.05], [-1.10, -2.09, -3.50], [-2.11, -2.19, -2.45], [-1.68, -2.27, -4.83], [0.26, -1.53, -2.14], [-2.38, -3.25, -2.41], [-3.02, -1.64, -2.67], [-1.71, -1.88, -1.48], [-1.11, -1.66, -5.53], [-1.75, -3.33, -5.08], [-2.70, -1.90, -4.77], [-1.44, 8.26, 2.41], [-0.40, 7.80, 2.93], [-2.29, 7.46, 1.71], [-3.57, 7.96, 1.13], [-1.99, 6.00, 1.41], [-1.86, 9.28, 2.43], [-3.82, 8.99, 1.39], [-4.47, 7.44, 1.44], [-3.46, 7.94, 0.04], [-2.75, 5.44, 1.95], [-1.94, 5.81, 0.34], [-1.06, 5.67, 1.88], [2.58, -3.75, -1.70], [2.30, -3.93, -0.48], [2.37, -4.64, -2.70], [2.86, -4.37, -4.04], [1.69, -5.94, -2.52], [2.93, -2.77, -2.06], [3.05, -3.33, -4.30], [2.05, -4.71, -4.69], [3.74, -4.99, -4.21], [2.23, -6.79, -2.93], [1.64, -6.15, -1.45], [0.72, -5.84, -3.00], [6.89, 1.36, 1.51], [6.09, 0.63, 2.12], [6.52, 1.94, 0.33], [7.48, 2.75, -0.45], [5.16, 1.86, -0.24], [7.92, 1.66, 1.77], [7.53, 3.81, -0.20], [7.30, 2.76, -1.53], [8.50, 2.40, -0.26], [5.20, 1.23, -1.12], [4.56, 1.27, 0.45], [4.79, 2.83, -0.56], [-5.30, 0.04, -4.74], [-4.28, 0.42, -5.30], [-5.66, 0.56, -3.54], [-6.80, -0.05, -2.96], [-4.86, 1.46, -2.77], [-6.05, -0.57, -5.26], [-7.55, -0.43, -3.66], [-7.31, 0.68, -2.34], [-6.42, -0.92, -2.42], [-4.36, 1.04, -1.90], [-4.13, 1.99, -3.40], [-5.54, 2.25, -2.47], [-3.40, 2.50, 4.73], [-2.34, 2.98, 5.18], [-3.47, 1.33, 4.01], [-4.72, 0.79, 3.46], [-2.34, 0.45, 4.00], [-4.27, 3.17, 4.77], [-5.59, 1.44, 3.40], [-4.97, -0.15, 3.95], [-4.36, 0.60, 2.45], [-2.52, -0.42, 4.65], [-2.11, 0.03, 3.03], [-1.47, 1.01, 4.36], [-5.04, 3.21, 0.84], [-3.90, 2.72, 0.83], [-5.39, 4.19, -0.01], [-4.45, 4.61, -1.09], [-6.69, 4.86, -0.07], [-5.88, 2.81, 1.43], [-3.57, 4.00, -1.31], [-4.13, 5.65, -1.02], [-5.05, 4.50, -2.00], [-6.56, 5.94, 0.04], [-7.12, 4.68, -1.06], [-7.38, 4.54, 0.71], [2.46, 7.54, 1.71], [2.74, 7.71, 0.50], [3.07, 6.58, 2.48], [2.87, 6.69, 3.95], [4.12, 5.64, 1.99], [1.71, 8.14, 2.24], [2.70, 5.77, 4.51], [2.03, 7.34, 4.17], [3.83, 7.06, 4.31], [4.11, 5.32, 0.94], [5.12, 6.05, 2.15], [3.92, 4.71, 2.51], [-2.17, -4.28, 2.67], [-0.98, -4.37, 2.65], [-2.80, -3.88, 3.80], [-4.23, -4.12, 3.85], [-2.17, -3.50, 5.07], [-2.85, -4.43, 1.81], [-4.70, -4.40, 2.90], [-4.86, -3.34, 4.29], [-4.38, -5.01, 4.45], [-1.13, -3.20, 5.02], [-2.85, -2.75, 5.49], [-2.41, -4.35, 5.71], [6.65, -3.71, -0.80], [6.99, -4.04, 0.32], [5.84, -2.68, -1.10], [5.76, -2.02, -2.41], [5.08, -2.00, -0.05], [7.12, -4.15, -1.69], [6.23, -2.73, -3.10], [6.24, -1.06, -2.24], [4.72, -1.81, -2.64], [4.90, -2.64, 0.81], [5.65, -1.13, 0.28], [4.13, -1.72, -0.52], [1.41, 3.56, 5.04], [2.28, 3.65, 5.91], [1.48, 2.89, 3.90], [0.47, 3.11, 2.85], [2.61, 2.09, 3.49], [0.52, 4.20, 5.09], [0.18, 2.21, 2.31], [0.78, 3.87, 2.13], [-0.51, 3.47, 3.17], [3.05, 2.57, 2.62], [3.36, 2.07, 4.28], [2.34, 1.05, 3.29], [0.62, 5.20, -2.81], [-0.20, 5.33, -3.73], [0.52, 4.22, -1.87], [1.51, 4.15, -0.82], [-0.41, 3.08, -1.89], [1.49, 5.86, -2.70], [2.45, 4.63, -1.11], [1.70, 3.12, -0.53], [1.14, 4.55, 0.13], [-1.21, 3.10, -2.63], [0.20, 2.21, -2.16], [-0.63, 2.92, -0.84]], "mulliken_spin": [1.471, -0.010, 0.005, 0.004, 0.067, 0.000, 0.004, 0.006, 0.001, 0.000, 0.004, -0.005, 0.004, 0.013, 0.001, 0.124, 0.001, 0.000, -0.001, 0.001, 0.000, -0.001, -0.001, 0.000, 0.000, 0.000, 0.000, 0.000, 0.000, 0.000, 0.000, 0.000, 0.000, 0.000, 0.000, -0.010, 0.043, 0.000, 0.001, 0.001, -0.001, -0.003, 0.000, 0.000, 0.000, 0.000, 0.000, 0.019, 0.038, -0.001, 0.001, -0.003, 0.000, 0.000, 0.000, 0.000, 0.000, 0.000, 0.000, 0.000, 0.000, 0.000, -0.001, 0.001, 0.000, 0.000, 0.000, 0.000, 0.000, -0.001, 0.000, -0.001, 0.000, 0.000, -0.001, 0.000, -0.002, -0.003, 0.000, 0.001, 0.000, 0.000, 0.000, -0.001, 0.000, 0.002, 0.004, 0.000, -0.005, -0.001, 0.000, -0.006, 0.000, 0.000, 0.000, 0.000, 0.000, 0.000, 0.000, 0.000, 0.000, 0.000, 0.000, 0.000, 0.000, 0.000, 0.000, 0.033, 0.057, 0.015, -0.001, -0.009, 0.010, 0.000, 0.000, 0.001, 0.000, 0.007, 0.000, 0.000, 0.000, 0.000, 0.000, 0.000, 0.000, 0.000, 0.000, 0.000, 0.000, 0.000, 0.000, 0.000, 0.000, 0.000, 0.000, 0.000, 0.000, 0.000, 0.000, 0.000, 0.000, 0.000, 0.000, 0.000, 0.000, 0.000, 0.000, 0.000, 0.000, 0.000, 0.000, 0.000, 0.000, 0.000, 0.000, 0.000, 0.000, 0.000, 0.000, 0.000, 0.000, 0.000, 0.000, 0.000, 0.000, 0.000, 0.000, 0.000, 0.000, 0.000, 0.000, 0.000, 0.000, 0.000, 0.000, 0.000, 0.000, 0.000, 0.000, 0.009, 0.109, 0.004, 0.001, 0.000, 0.004, 0.000, 0.000, 0.000, -0.001, 0.000, 0.000, 0.000, 0.000, 0.000, 0.001, -0.002, 0.000, 0.000, 0.000, 0.000, 0.000, 0.000, 0.002, 0.000, 0.000, 0.000, -0.002, 0.000, 0.000, 0.001, 0.000, 0.000, 0.001, 0.000, 0.000, 0.000, 0.000, 0.001, -0.005, -0.001, 0.000, 0.000, 0.004, 0.000, 0.000, 0.001, 0.001], "total_charge": 0, "gap_ev": [6.81, 6.66], "multiplicity": 3, "e_homo_ev": [-6.936, -6.781], "e_lumo_ev": [-0.12, -0.12]}